C19H19F3N2O5S in the gas phase, computed with ωB97M-V/def2-TZVPD.

- spin multiplicity = 1
- energy above the lowest of the compared OMol25 structures with the same formula, charge and spin (kJ/mol) = 0.0
- SMILES = O=C(COc1ccc(S(=O)(=O)N2CCOCC2)cc1)Nc1ccccc1C(F)(F)F
- highest occupied orbital energy (eV) = -9.179
- HOMO-LUMO gap (eV) = 9.663
- net charge = 0

Atoms and positions in Å:
1 O -3.000 0.632 4.130
2 C -2.111 0.359 3.360
3 C -1.919 1.160 2.065
4 O -0.720 0.783 1.429
5 C -0.406 1.301 0.211
6 C -1.191 2.209 -0.492
7 C -0.772 2.651 -1.737
8 C 0.417 2.195 -2.265
9 S 0.956 2.730 -3.881
10 O 2.311 3.188 -3.811
11 O -0.034 3.607 -4.443
12 N 0.976 1.246 -4.681
13 C 1.828 1.213 -5.855
14 C 1.899 -0.232 -6.349
15 O 0.613 -0.728 -6.644
16 C -0.227 -0.673 -5.517
17 C -0.353 0.757 -4.983
18 C 1.212 1.300 -1.569
19 C 0.802 0.851 -0.333
20 N -1.209 -0.648 3.483
21 C -1.086 -1.591 4.498
22 C -1.882 -1.552 5.642
23 C -1.733 -2.503 6.633
24 C -0.791 -3.512 6.511
25 C 0.004 -3.569 5.382
26 C -0.137 -2.619 4.378
27 C 0.729 -2.713 3.157
28 F 1.502 -1.617 2.974
29 F 0.010 -2.828 2.016
30 F 1.565 -3.754 3.173
31 H -1.920 2.226 2.324
32 H -2.791 0.958 1.428
33 H -2.119 2.579 -0.085
34 H -1.358 3.353 -2.308
35 H 2.808 1.585 -5.560
36 H 1.420 1.854 -6.650
37 H 2.470 -0.297 -7.276
38 H 2.372 -0.856 -5.577
39 H -1.197 -1.052 -5.840
40 H 0.175 -1.316 -4.719
41 H -0.939 0.773 -4.063
42 H -0.841 1.398 -5.731
43 H 2.141 0.976 -2.008
44 H 1.395 0.154 0.238
45 H -0.545 -0.688 2.719
46 H -2.615 -0.770 5.739
47 H -2.359 -2.452 7.510
48 H -0.676 -4.252 7.286
49 H 0.739 -4.351 5.272

Here are the Mulliken charges for atoms 1 to 8, given in e: atom 1 (O): -0.653, atom 2 (C): 0.189, atom 3 (C): -0.313, atom 4 (O): -0.277, atom 5 (C): 0.839, atom 6 (C): -0.459, atom 7 (C): -0.379, atom 8 (C): -0.454